{
  "formula": "C40H74Cl12O14S4",
  "method": "wB97M-V/def2-TZVPD",
  "elements": ["Cl", "Cl", "Cl", "Cl", "Cl", "Cl", "Cl", "Cl", "Cl", "Cl", "Cl", "Cl", "S", "S", "S", "S", "O", "O", "O", "O", "O", "O", "O", "O", "O", "O", "O", "O", "O", "O", "C", "C", "C", "C", "C", "C", "C", "C", "C", "C", "C", "C", "C", "C", "C", "C", "C", "C", "C", "C", "C", "C", "C", "C", "C", "C", "C", "C", "C", "C", "C", "C", "C", "C", "C", "C", "C", "C", "C", "C", "H", "H", "H", "H", "H", "H", "H", "H", "H", "H", "H", "H", "H", "H", "H", "H", "H", "H", "H", "H", "H", "H", "H", "H", "H", "H", "H", "H", "H", "H", "H", "H", "H", "H", "H", "H", "H", "H", "H", "H", "H", "H", "H", "H", "H", "H", "H", "H", "H", "H", "H", "H", "H", "H", "H", "H", "H", "H", "H", "H", "H", "H", "H", "H", "H", "H", "H", "H", "H", "H", "H", "H", "H", "H"],
  "coordinates": [[-4.09033, 2.54186, 0.92142], [-3.68482, -0.30187, 2.92232], [-2.15573, 1.36750, -3.95928], [-3.07547, 6.04715, 1.46662], [-7.68555, 1.22454, 3.93832], [-4.64020, -2.22124, -2.58514], [-0.29036, -1.84113, -6.39458], [-3.33346, -3.12365, 0.51662], [0.81681, 5.12770, -1.09785], [3.43416, -1.43689, -6.27828], [-2.97752, 4.90405, -3.14793], [-5.11760, 2.08811, -2.39298], [2.13626, 3.45997, -4.07923], [0.61313, -3.06012, 5.26143], [5.61210, 0.65631, 2.50569], [1.23300, -0.60955, -0.99918], [-0.28376, -4.02191, 5.90437], [0.86418, 2.65983, -4.05270], [2.62290, -0.23794, -0.66650], [-0.62034, 2.31847, 3.95475], [1.04857, -1.40826, -2.22307], [1.72357, -5.43176, -4.11478], [-0.24405, -4.28241, -4.12118], [2.11165, 4.94357, -4.19433], [5.78589, 1.21174, 1.15139], [3.13008, -6.21362, -0.80149], [6.55456, 1.01529, 3.53797], [2.21355, -4.63084, 0.45009], [1.10072, 2.85099, 2.36561], [1.83869, -3.56454, 4.57550], [-1.50186, 4.26936, -2.36098], [0.70944, -5.04892, -3.52085], [-1.08653, 0.47757, -0.03226], [4.50851, -4.86986, -2.09472], [-0.50405, -0.39810, 1.10201], [-5.53514, -2.61307, -1.04691], [-0.79731, 5.48126, -1.81504], [4.10846, -6.30715, -1.81435], [4.62777, 2.35787, -4.37915], [0.13073, 3.12328, 3.06750], [-0.35192, -1.99186, 4.19129], [-4.56998, 5.16071, 1.50711], [-4.93371, 1.25916, -3.97398], [0.89129, -0.89729, -5.40686], [3.07415, 3.14455, -2.57829], [-4.75264, 4.08123, 0.44434], [3.12547, -4.99844, -0.27161], [-3.73715, 1.75467, -4.78165], [3.85679, -1.49943, 2.37691], [-1.27064, 4.48611, 4.32978], [-0.56139, 4.45113, 2.99732], [5.34309, -1.22896, 2.27093], [3.35476, 2.61058, -5.19395], [3.32824, -0.41505, 3.39123], [-0.93008, -0.96016, 5.13643], [4.17042, -4.09080, -0.80948], [0.36965, -5.16961, -2.08144], [-5.20799, 0.03348, 3.83609], [4.20331, 2.17125, -2.98068], [-1.37558, -4.04145, -3.30529], [-1.13170, -4.88624, -2.09557], [2.16662, -1.63842, -4.97172], [1.11371, -1.68748, 6.43901], [3.88253, 0.96999, 3.08723], [0.11992, 0.89195, -0.92969], [-6.10656, 1.13481, 3.11472], [0.03323, -0.59623, 6.24638], [-4.73856, -2.02863, 0.17590], [0.42313, -1.42410, 0.47888], [-1.60001, 3.04828, 4.66271], [2.10612, -2.71590, -4.81854], [-2.29595, -4.26933, -3.84296], [2.61037, -1.13870, -4.11064], [-4.42491, -0.98688, 0.10893], [-5.79935, 3.96563, 0.16302], [3.43106, 1.42957, 2.20799], [-1.61003, -5.85544, -2.23684], [5.57314, -4.77448, -2.30818], [-0.74913, 6.26576, -2.57023], [0.24292, -1.55094, 3.39139], [3.34638, 2.98727, -6.21676], [-4.93568, 0.18053, -3.81695], [-1.01685, 3.84759, -3.24131], [-4.23724, 4.50039, -0.41982], [-3.72732, 1.25725, -5.75149], [-1.87766, -1.23988, 5.59682], [-0.54069, -0.41766, 7.15567], [-5.31619, -1.91185, 1.09286], [5.38681, 3.13633, -4.45631], [-1.46659, 1.35458, 0.49168], [-5.68913, -3.69160, -1.01272], [2.36883, 2.93395, -1.77438], [-6.51775, -2.14281, -1.08478], [0.62363, 0.24691, 5.88773], [5.04523, -6.78905, -1.53445], [-1.40495, -2.97746, -3.07042], [5.14717, 1.48997, -4.78545], [-1.31240, 4.41627, 2.20810], [1.03744, -2.05881, 1.11752], [3.52159, 4.10276, -2.31425], [0.79471, -6.05177, -1.60267], [0.07998, 5.32152, 2.85887], [-0.21893, 1.25608, -1.89958], [3.01484, 1.58811, -5.35860], [3.32326, -1.42859, 1.42906], [-1.26870, -0.91133, 1.68511], [2.08531, -1.28213, 6.15654], [-1.28033, 5.88659, -0.92594], [3.66129, -6.67440, -2.73807], [-6.27973, 0.95466, 2.05375], [-5.72087, -0.91655, 3.98607], [0.81856, -4.30140, -1.59895], [-2.09194, 5.18669, 4.17894], [4.96667, -4.08155, -0.06517], [-2.58125, 2.73953, 4.30225], [-1.14757, -0.12306, 4.47307], [-1.46758, -4.59020, -1.10176], [-4.89364, 0.37165, 4.82347], [3.58940, -2.46034, 2.81652], [-1.61217, 2.90408, 5.74306], [-4.67130, 4.78814, 2.52644], [3.88562, -3.05863, -1.01349], [0.65824, 1.68649, -0.41295], [-0.25766, -2.17005, 0.06879], [-3.77559, 2.82977, -4.95709], [-0.59030, 4.99939, 5.00932], [2.24026, -0.38816, 3.45197], [-1.10236, -2.62307, 3.71536], [3.91018, 1.71317, 3.88411], [-5.37885, 5.88053, 1.38188], [-5.90473, 1.39973, -4.44881], [3.76059, -0.75569, 4.33205], [0.16092, 0.25492, 1.66722], [3.78099, 1.16999, -2.89569], [1.20280, -2.20030, 7.39670], [0.29046, -0.58039, -4.55441], [-1.75736, -0.17716, -0.58850], [-5.50433, 2.01794, 3.32801], [1.12441, 0.07649, -5.83756], [-1.73432, 3.56818, -1.55948], [5.93255, -1.63705, 3.09196], [3.99425, -4.44407, -2.95631], [5.98460, -1.71227, 1.53407], [4.97137, 2.23303, -2.20973]],
  "atomic_forces_ev_per_a": [[0.565, -0.584, -0.026], [-0.245, 0.194, -0.029], [-0.799, 0.093, -0.443], [0.905, 0.468, -0.387], [0.281, 0.046, -0.081], [-0.398, -0.291, 0.552], [0.710, 0.348, -0.070], [-0.292, 0.629, 0.007], [-0.007, -0.200, -0.345], [-0.131, -0.078, 0.114], [-0.694, 0.114, 0.265], [0.199, -0.314, -0.148], [-1.024, 0.411, 0.788], [2.320, -0.617, -0.622], [-1.114, -0.540, -2.332], [0.608, -0.034, 0.613], [0.827, 1.176, -0.401], [2.298, 1.629, -0.407], [-1.662, -0.252, -0.391], [2.803, -0.791, -1.363], [-0.205, 0.838, 1.370], [-2.173, 0.797, 1.052], [1.034, -0.799, -1.141], [-0.292, -2.559, -0.803], [-0.089, -0.397, 1.668], [0.199, -0.980, 0.342], [0.020, -0.480, -0.039], [0.915, -0.726, -0.137], [-1.855, -1.125, 2.097], [-2.109, 0.785, 1.112], [0.301, 0.379, -0.524], [1.773, 0.192, -1.319], [1.545, -0.883, 0.441], [1.158, 1.346, -0.222], [1.409, 0.554, -0.369], [0.661, 1.184, 0.839], [0.070, 0.602, 0.773], [0.850, 1.171, -1.390], [1.041, 1.420, -1.493], [0.253, 0.528, -1.273], [-0.302, -0.826, 0.227], [-1.864, -0.489, 0.539], [-0.323, -0.175, 0.046], [-0.331, 0.022, 1.013], [0.671, 0.549, -0.528], [0.291, 1.662, -0.196], [-2.979, 2.234, 1.312], [-0.252, -0.248, 0.287], [-0.650, 1.056, 0.364], [-0.333, 1.971, -0.423], [-0.208, -0.388, 0.597], [1.466, 0.357, 1.283], [-0.546, -0.759, -0.104], [0.500, -0.391, -0.191], [-0.960, 0.260, -0.801], [0.739, -0.879, -0.861], [-0.100, 0.746, 0.051], [-1.157, 0.232, -0.419], [-1.542, -1.144, 2.354], [-0.056, 1.016, 0.560], [-0.192, -2.357, 1.466], [0.036, 0.632, -0.841], [-0.788, -1.016, -0.581], [0.923, -0.174, -1.118], [-0.587, -0.585, 0.596], [1.512, -1.425, 1.325], [1.158, -0.200, 0.073], [-0.491, -0.639, -0.377], [-1.061, -0.862, -1.312], [-0.716, 1.316, -0.105], [-0.415, 0.233, 0.066], [0.177, -0.207, -0.072], [-0.299, -0.162, 0.004], [0.509, -0.189, -0.969], [0.016, -0.105, 0.324], [-0.239, -0.087, 0.042], [-0.291, -0.145, -0.134], [0.033, -0.191, -0.167], [0.481, -0.150, 0.070], [0.391, -0.088, 0.353], [0.456, 0.731, 0.344], [0.587, 0.116, 0.333], [0.509, -0.349, 0.752], [0.067, -0.592, -0.354], [0.103, -0.123, 0.113], [-0.013, -0.443, -0.361], [0.367, 0.378, -0.041], [-0.372, -0.963, -0.009], [-0.245, 0.493, -0.090], [-0.730, -0.056, -0.737], [0.362, 0.153, 0.155], [0.254, -0.687, -0.170], [0.147, 0.169, -0.202], [-0.413, 0.525, 0.561], [-0.546, -0.837, 0.422], [0.111, 0.136, 0.004], [-0.238, -0.230, 0.106], [0.243, -0.159, -0.245], [0.720, 0.668, -0.023], [-0.117, 0.163, -0.187], [-0.514, -0.002, -0.084], [0.176, -0.384, -0.253], [0.415, -0.335, -0.200], [-0.875, 0.008, 0.291], [0.278, 0.180, -0.169], [0.088, 0.314, 0.140], [-0.003, -0.509, -0.194], [-0.562, -0.046, -0.385], [-0.007, -0.632, 0.384], [0.166, -0.001, 0.206], [0.008, 0.029, -0.323], [0.433, 0.073, 0.005], [-0.524, -0.376, 0.585], [0.338, 0.011, -0.138], [-0.126, 0.058, -0.163], [-0.116, 0.383, 0.475], [-0.178, 0.670, -0.372], [-0.055, 0.303, -0.113], [0.344, -0.146, -0.076], [0.538, -0.538, -0.063], [-0.035, -0.276, -0.029], [-0.460, -0.213, 0.353], [0.377, -0.140, -0.065], [0.053, -0.168, -0.710], [0.127, -0.104, 0.274], [-0.071, -0.459, 0.565], [0.065, -0.118, 0.104], [-0.092, -0.023, 0.090], [0.050, -0.343, 0.133], [0.088, 0.130, -0.087], [0.293, 0.524, -0.518], [-0.365, 0.151, 0.405], [-0.456, 0.199, 0.794], [0.028, -0.257, 0.176], [-0.237, 0.283, 0.111], [0.239, -0.503, 0.378], [-0.590, 0.661, -0.123], [-0.605, 0.605, -0.409], [0.121, -0.379, -0.706], [-0.186, -0.183, -0.355], [-0.621, 0.101, 1.028], [-0.269, -0.092, 0.135], [-0.645, 0.827, -1.199], [0.242, -0.040, -0.298]],
  "s_squared": 0.750,
  "homo_lumo_gap_ha": [0.0738, 0.3751],
  "multiplicity": 2,
  "charge": -1
}